DFT (wB97M-V/def2-TZVPD) results for a structure of composition C25H30Cl2MnN16O3S.

Results
Multiplicity: 2
HOMO-LUMO gap (alpha / beta) (eV): 7.359 / 7.348
Expectation value of S²: 0.774
ΔE to the lowest compared entry with this formula, charge and spin (kJ/mol): 0.0
Charge: +2

Geometry (Å):
Mn -1.754 -1.184 -0.439
N -3.230 -1.504 -1.914
N -3.126 -2.793 -2.462
C -2.054 -3.562 -2.173
N -2.008 -4.765 -2.717
N -1.151 -2.973 -1.370
N 0.065 -3.600 -1.180
O 0.210 -4.790 -1.382
O 0.960 -2.863 -0.820
H -4.104 -1.442 -1.392
H -3.276 -0.827 -2.676
H -3.925 -3.179 -2.941
H -2.703 -5.057 -3.385
H -1.246 -5.380 -2.474
C 2.340 -1.135 3.482
N 1.056 -1.092 2.774
C 0.815 -1.263 1.480
N -0.475 -1.056 1.233
C -0.967 -0.731 2.465
N -0.077 -0.748 3.420
C 2.912 0.244 3.693
C 3.222 0.707 4.963
C 3.770 1.974 5.129
C 3.996 2.789 4.034
C 3.677 2.328 2.759
C 3.145 1.057 2.594
C 3.894 3.173 1.588
N 4.406 4.349 1.508
N 4.361 4.706 0.165
C 3.825 3.717 -0.456
O 3.499 2.698 0.380
C 3.509 3.567 -1.873
C 3.803 4.590 -2.773
C 3.464 4.443 -4.106
C 2.822 3.290 -4.546
C 2.539 2.268 -3.653
C 1.844 1.011 -4.113
N 0.657 0.729 -3.298
C 0.480 -0.210 -2.376
N -0.711 -0.050 -1.810
C -1.216 1.046 -2.450
N -0.415 1.541 -3.355
C 2.890 2.407 -2.318
H 3.005 -1.756 2.882
H 2.164 -1.638 4.430
H 1.569 -1.547 0.770
H -1.999 -0.481 2.645
H 3.042 0.079 5.828
H 4.016 2.327 6.121
H 4.417 3.779 4.151
H 2.917 0.706 1.594
H 4.289 5.487 -2.415
H 3.688 5.234 -4.808
H 2.544 3.192 -5.588
H 2.489 0.136 -4.032
H 1.516 1.103 -5.145
H 1.193 -0.984 -2.149
H -2.184 1.471 -2.236
H 2.674 1.617 -1.609
N -2.901 1.495 0.730
C -2.499 0.505 0.288
H -3.228 2.357 1.120
C -2.728 -3.508 4.680
N -2.706 -3.436 3.225
C -3.507 -2.682 2.495
N -4.411 -1.917 3.108
S -3.396 -2.707 0.775
H -1.926 -4.164 5.004
H -3.673 -3.919 5.038
H -2.558 -2.523 5.116
H -2.070 -4.023 2.709
H -4.593 -1.989 4.097
H -5.065 -1.407 2.541
Cl -5.219 1.171 -2.033
C -5.248 1.460 -3.789
Cl -4.159 0.358 -4.648
H -4.918 2.475 -3.971
H -6.258 1.293 -4.142

Atomic partial charges in e from the Mulliken method, atoms 1 to 8: atom 1 (Mn): -0.081, atom 2 (N): 0.148, atom 3 (N): -0.458, atom 4 (C): 0.835, atom 5 (N): -0.356, atom 6 (N): 0.292, atom 7 (N): 0.598, atom 8 (O): -0.747